A 6-piece molecular cluster, C29H37N7P overall in a non-equilibrium geometry. Source: the OMol25 dataset; level of theory: wB97M-V/def2-TZVPD.

Kohn-Sham gap = 8.35 eV
E_LUMO = -2.5046 eV
spin multiplicity = 1
net charge = +1

CARTESIAN COORDINATES (ANGSTROEM)
N (3.85959, 1.34752, -5.77739)
P (4.13457, 0.34566, -6.99637)
C (2.46845, 0.00546, -7.74651)
C (1.51970, -0.59006, -6.63034)
C (0.50545, 0.51010, -6.14706)
N (0.97528, 1.74176, -6.89603)
C (1.84574, 1.41971, -8.05374)
H (4.39599, 2.19605, -5.91290)
H (5.02984, 0.94190, -7.92654)
H (4.66029, -0.91527, -6.60152)
H (2.41405, -0.62265, -8.64054)
H (1.09394, -1.49086, -7.06963)
H (2.13311, -0.73221, -5.73173)
H (0.58100, 0.59061, -5.06243)
H (-0.54945, 0.33858, -6.37778)
H (0.11918, 2.14160, -7.26770)
H (1.40639, 2.29703, -6.14023)
H (2.68674, 2.12310, -8.05931)
H (1.36954, 1.47996, -9.03285)
N (1.96079, 3.54006, -4.38186)
C (1.41247, 3.41568, -3.16711)
C (0.99746, 4.48524, -2.39386)
C (1.16200, 5.76423, -2.90243)
C (1.73114, 5.92150, -4.15717)
C (2.10917, 4.78558, -4.85143)
H (1.30756, 2.39798, -2.80785)
H (0.55706, 4.31758, -1.41916)
H (0.85125, 6.62757, -2.32823)
H (1.87769, 6.90307, -4.58653)
H (2.55705, 4.86009, -5.83749)
N (-0.50403, 2.59445, -0.02580)
C (-1.80650, 2.54324, 0.27033)
C (-2.46915, 1.38528, 0.64344)
C (-1.74111, 0.20781, 0.71073)
C (-0.38785, 0.23394, 0.40786)
C (0.17756, 1.44603, 0.04887)
H (-2.33393, 3.48737, 0.19989)
H (-3.52496, 1.40597, 0.87554)
H (-2.22132, -0.71986, 0.99723)
H (0.21378, -0.66617, 0.45020)
H (1.23289, 1.51719, -0.19355)
N (-4.62777, 2.85422, 2.81194)
C (-5.16642, 2.31963, 3.91179)
C (-4.95575, 2.80753, 5.19105)
C (-4.13637, 3.91369, 5.34493)
C (-3.56535, 4.48533, 4.21963)
C (-3.84253, 3.92148, 2.98543)
H (-5.79842, 1.45507, 3.74346)
H (-5.42145, 2.33364, 6.04416)
H (-3.94581, 4.32511, 6.32807)
H (-2.91980, 5.34934, 4.29774)
H (-3.42022, 4.33752, 2.07854)
N (0.63789, -2.59263, 2.24977)
C (0.98555, -3.79511, 2.71931)
C (0.72231, -4.22622, 4.00950)
C (0.06490, -3.36084, 4.86793)
C (-0.30442, -2.10781, 4.40452)
C (0.00258, -1.77697, 3.09497)
H (1.50168, -4.43568, 2.01319)
H (1.02599, -5.21031, 4.33623)
H (-0.15448, -3.65961, 5.88426)
H (-0.81870, -1.40335, 5.04431)
H (-0.26704, -0.81168, 2.68900)
N (0.74584, -6.27675, 6.69950)
C (-0.55241, -6.34802, 7.01083)
C (-1.19653, -7.51849, 7.37595)
C (-0.45650, -8.68871, 7.41875)
C (0.89045, -8.64110, 7.09876)
C (1.43914, -7.41798, 6.75006)
H (-1.09355, -5.40997, 6.96086)
H (-2.25003, -7.51382, 7.61983)
H (-0.92296, -9.62491, 7.69817)
H (1.50207, -9.53252, 7.12028)
H (2.48969, -7.33185, 6.49625)

Results of the Löwdin charge analysis, in e, for atoms 1 through 8: N -0.29; P 0.76; C -0.38; C -0.14; C -0.07; N 0.06; C -0.14; H -0.03

=====

A 7-piece molecular cluster, C28H46N8O4 overall in a non-equilibrium geometry. Source: the OMol25 dataset; level of theory: wB97M-V/def2-TZVPD.

Kohn-Sham gap = 10.72 eV
E_LUMO = 0.5300 eV
spin multiplicity = 1
SMILES = N#CO[C@@]1(N)COC(=O)O1.CCCC#N.CCCC#N.CCCC#N.CCCC#N.CCCC#N.CCCC#N
net charge = 0

CARTESIAN COORDINATES (ANGSTROEM)
N (-0.28367, 4.75766, -3.08606)
C (0.08233, 3.86674, -3.66504)
O (0.72368, 2.86236, -4.21183)
C (0.29169, 1.54730, -3.73079)
N (1.53055, 0.87879, -3.42468)
C (-0.73646, 1.45686, -2.59619)
O (-1.98996, 1.15103, -3.24941)
C (-1.72687, 1.26923, -4.57995)
O (-2.40880, 1.61430, -5.43659)
O (-0.38255, 0.90382, -4.79262)
H (2.18719, 1.56068, -3.06170)
H (1.94951, 0.55600, -4.29616)
H (-0.53193, 0.51248, -2.05357)
H (-0.73688, 2.18992, -1.77429)
C (0.14173, -0.98680, 3.01754)
C (-1.05194, -0.94960, 2.07057)
C (-0.68112, -0.45294, 0.66558)
C (-0.14211, 0.92156, 0.74358)
N (0.27139, 1.98176, 0.79901)
H (0.55649, 0.00972, 3.18067)
H (-0.15907, -1.37589, 3.99151)
H (0.93400, -1.62932, 2.62489)
H (-1.82553, -0.31185, 2.50290)
H (-1.47475, -1.95336, 1.98973)
H (-1.55706, -0.45457, 0.01644)
H (0.07104, -1.10533, 0.21775)
C (5.36125, 5.21226, -5.26755)
C (4.67317, 5.13768, -3.90890)
C (4.86280, 3.78286, -3.21895)
C (4.28847, 2.70468, -4.04956)
N (3.84575, 1.87669, -4.69442)
H (4.94648, 4.48499, -5.96790)
H (5.22568, 6.20085, -5.70815)
H (6.43386, 5.02651, -5.17471)
H (3.60699, 5.33998, -4.03840)
H (5.07256, 5.92248, -3.26280)
H (4.36596, 3.78152, -2.24738)
H (5.92209, 3.57853, -3.05578)
C (-6.79204, -0.78243, 1.06280)
C (-5.51537, -0.01169, 0.74418)
C (-4.56865, -0.78299, -0.18087)
C (-4.15499, -2.05278, 0.45510)
N (-3.84583, -3.03414, 0.94517)
H (-6.57838, -1.71045, 1.59745)
H (-7.44733, -0.18520, 1.69814)
H (-7.33890, -1.03066, 0.15029)
H (-5.00183, 0.22965, 1.67870)
H (-5.77916, 0.93545, 0.26972)
H (-3.67985, -0.18702, -0.39009)
H (-5.05589, -1.00662, -1.13137)
C (-1.04955, -7.01794, 0.39291)
C (-2.22826, -6.97214, -0.57294)
C (-1.83941, -6.46320, -1.96443)
C (-1.30666, -5.08826, -1.87486)
N (-0.89210, -4.03042, -1.80597)
H (-0.63591, -6.02313, 0.56782)
H (-1.36567, -7.41269, 1.35943)
H (-0.25220, -7.65905, 0.00923)
H (-3.00842, -6.33339, -0.15215)
H (-2.65085, -7.97493, -0.66833)
H (-2.70983, -6.46072, -2.62168)
H (-1.08047, -7.10786, -2.41117)
C (7.15115, 4.80994, 1.02505)
C (5.97005, 3.95692, 1.47567)
C (6.25917, 2.45424, 1.40726)
C (6.56869, 2.05433, 0.01833)
N (6.80722, 1.75121, -1.05315)
H (7.40458, 4.62459, -0.02061)
H (6.91138, 5.87001, 1.11797)
H (8.03576, 4.60804, 1.63334)
H (5.10236, 4.19339, 0.85505)
H (5.71066, 4.22074, 2.50292)
H (5.39267, 1.88791, 1.75089)
H (7.10604, 2.19711, 2.04575)
C (-3.22012, -2.66549, 6.93130)
C (-4.41519, -2.61899, 5.98542)
C (-4.04801, -2.11690, 4.58578)
C (-3.50821, -0.74252, 4.66023)
N (-3.09770, 0.32347, 4.73077)
H (-2.79968, -1.67166, 7.09562)
H (-3.52068, -3.05570, 7.90457)
H (-2.43207, -3.31091, 6.53596)
H (-5.18608, -1.97617, 6.41705)
H (-4.84282, -3.62033, 5.90072)
H (-4.92854, -2.11386, 3.94176)
H (-3.29905, -2.76634, 4.12845)

Results of the Löwdin charge analysis, in e, for atoms 1 through 8: N 0.19; C -0.34; O 0.08; C -0.48; N 0.14; C -0.04; O 0.07; C -0.53

=====

A 14-piece molecular cluster, F6H26O13P overall in a non-equilibrium geometry. Source: the OMol25 dataset; level of theory: wB97M-V/def2-TZVPD.

Kohn-Sham gap = 10.70 eV
relative energy (zero: lowest compared OMol25 entry of this formula, charge and spin) = 24.9 kJ/mol
E_LUMO = 2.4158 eV
spin multiplicity = 1
net charge = -1

CARTESIAN COORDINATES (ANGSTROEM)
P (20.89269, -17.16020, 12.53799)
F (22.36592, -17.62884, 12.06820)
F (20.34924, -17.35329, 11.00942)
F (20.49048, -18.68706, 12.81737)
F (19.38293, -16.76855, 13.04621)
F (21.48642, -17.00304, 14.03629)
F (21.16633, -15.61022, 12.22196)
O (19.31428, -18.41870, 8.12120)
H (19.96804, -17.87487, 8.59140)
H (18.46780, -18.19722, 8.52470)
O (23.18719, -15.36451, 9.08202)
H (23.84888, -14.67807, 8.94959)
H (22.73090, -15.11275, 9.89901)
O (19.82009, -14.79213, 9.69414)
H (20.03922, -15.59191, 10.20938)
H (19.07775, -14.39551, 10.17026)
O (25.78720, -18.09707, 11.19813)
H (25.98852, -18.24353, 12.12784)
H (24.82228, -18.12113, 11.15488)
O (17.81272, -19.59022, 11.77936)
H (17.33966, -18.95910, 12.34069)
H (18.70011, -19.21384, 11.69405)
O (21.78885, -12.99725, 10.56028)
H (22.31230, -12.76617, 9.78551)
H (21.08659, -13.59968, 10.21516)
O (18.71729, -14.12370, 13.40348)
H (19.26741, -14.92548, 13.43296)
H (19.35195, -13.39938, 13.34729)
O (16.56203, -16.99299, 13.21255)
H (17.49395, -16.73101, 13.28540)
H (16.22974, -16.48806, 12.46372)
O (22.10308, -18.07678, 8.68545)
H (22.57620, -18.27621, 9.50300)
H (22.60396, -17.35497, 8.28380)
O (22.11843, -14.57343, 15.31527)
H (21.93104, -15.51263, 15.14611)
H (21.39057, -14.27177, 15.86867)
O (20.82074, -19.19235, 15.84610)
H (20.66010, -18.37620, 15.35432)
H (19.96005, -19.62189, 15.89043)
O (22.87603, -20.18352, 10.75263)
H (22.25443, -19.63899, 11.25652)
H (22.32199, -20.81784, 10.28413)
O (23.65403, -13.19083, 13.01448)
H (23.46184, -12.98794, 12.09034)
H (23.05749, -13.91879, 13.23385)

Results of the natural (NBO) charge analysis, in e, for atoms 1 through 8: P 2.61; F -0.59; F -0.60; F -0.59; F -0.61; F -0.60; F -0.59; O -0.96